No. 1
C24H20N5O2OsS3 as an isolated structure. Source: the Open Molecules 2025 dataset; level of theory: ωB97M-V/def2-TZVPD.

The geometry in XYZ format:
```
55
Properties=species:S:1:pos:R:3:forces:R:3
Os 0.07270 0.03880 -0.24570 0.6525 -0.0058 0.0453
N 1.71170 0.41890 3.90360 0.0774 0.0133 0.5347
C 1.32310 0.39280 2.62600 0.2349 0.0725 -0.0991
O 0.20140 -0.00550 2.31820 -0.1750 -0.0723 -0.1409
C 2.31560 0.87860 1.59100 -0.1441 -0.1004 -0.0554
C 2.13000 0.14440 0.26130 -0.1560 -0.0813 0.0298
H 1.05320 0.13550 4.61210 0.0224 0.0412 -0.0340
H 2.60240 0.78080 4.19740 -0.0163 -0.0321 -0.1182
H 3.33770 0.76260 1.96190 -0.0430 0.1220 0.0460
H 2.11890 1.94650 1.44950 0.0880 -0.0114 0.0678
H 2.53890 -0.86590 0.37310 -0.0072 0.0279 -0.1083
H 2.71530 0.66240 -0.50930 -0.1698 -0.1922 0.0248
S 0.78940 3.38710 -3.32420 0.1593 0.4583 -0.4106
C 0.40220 2.08470 -2.39200 -0.4494 -1.4700 0.8896
S 0.22130 0.47600 -2.91010 0.2020 0.6727 -0.2178
S 0.13710 2.30260 -0.65730 -0.0694 0.4889 -0.2955
C -8.64120 -10.56250 -0.10340 0.0831 -0.3023 -0.0001
O -8.97350 -9.19170 -0.08160 -0.2090 0.2030 0.0068
C -7.98770 -8.28490 -0.07100 0.3334 0.4758 0.0042
C -8.40120 -6.94410 -0.05330 -0.1121 -0.3547 -0.0119
C -7.48230 -5.92630 -0.04640 0.4130 -0.1423 -0.0045
C -6.10900 -6.21040 -0.05620 -0.5168 -0.6507 -0.0067
C -5.70130 -7.54870 -0.06810 -0.0414 0.6086 0.0020
C -6.61870 -8.57470 -0.07570 -0.4167 -0.2930 -0.0083
C -5.10200 -5.18190 -0.04140 0.5319 0.2999 0.0398
N -3.80150 -5.40290 -0.02620 -0.1339 -0.4925 0.0241
C -3.21330 -4.18860 0.00570 -0.9870 1.0091 0.0131
C -4.18850 -3.17910 0.00650 1.0621 -0.5837 0.0111
N -5.37870 -3.83890 -0.02410 -0.2291 -0.2062 -0.0147
C -3.86740 -1.80450 0.02600 0.4312 0.2582 -0.0072
C -4.79710 -0.75370 0.00160 0.3666 0.2592 0.0171
C -4.34090 0.54440 0.02690 -0.0897 -0.3499 0.0509
C -2.96660 0.78060 0.06610 -0.0586 0.3402 0.0088
N -2.07260 -0.19310 0.04380 -0.0193 -0.0095 -0.0838
C -2.48500 -1.47910 0.03840 -0.6463 -0.1694 -0.0874
C -1.47290 -2.50220 0.01250 -0.0662 -0.6659 0.0394
N -0.17400 -2.10820 -0.03750 -0.0583 0.0636 -0.0329
C 0.76890 -3.03920 -0.05970 0.1933 0.1609 -0.0168
C 0.49780 -4.40620 -0.02910 -0.3738 -0.1128 -0.0005
C -0.81100 -4.83450 0.00110 0.2897 0.2787 -0.0337
C -1.82700 -3.87270 0.01600 0.2124 0.6064 -0.0343
H -9.59040 -11.09340 -0.11140 0.0962 -0.0145 0.0000
H -8.07270 -10.84310 0.78810 -0.0177 -0.0114 -0.0604
H -8.07320 -10.81510 -1.00350 -0.0169 -0.0103 0.0586
H -9.46140 -6.74610 -0.04580 -0.1016 0.0527 -0.0002
H -7.84280 -4.90830 -0.03000 -0.0629 0.1126 -0.0022
H -4.64310 -7.75750 -0.06930 0.0724 -0.0731 -0.0063
H -6.26630 -9.59410 -0.08510 -0.0170 -0.0759 -0.0026
H -6.29830 -3.43400 -0.04740 0.0268 -0.0125 0.0181
H -5.85360 -0.96860 -0.04040 -0.1269 0.0316 0.0055
H -5.02660 1.37610 0.00300 -0.0097 0.0810 0.0499
H -2.58290 1.79310 0.10830 0.0323 -0.0842 -0.1093
H 1.79430 -2.69330 -0.11210 -0.1188 0.0140 -0.0110
H 1.31910 -5.10460 -0.05040 0.0545 -0.0413 0.0114
H -1.08400 -5.87760 -0.00120 0.0247 -0.1310 0.0160
```
Positions in Å, forces in eV/Å.

Summary:
orbital gap (spin up / spin down)	0.2200 / 0.1734	Ha
total charge	+1
⟨S²⟩	6.025
multiplicity	5
total energy	-2635.87897	hartree

Atomic partial charges in e from the natural (NBO) method, atoms 1 to 5: atom 1 (Os): 1.0701, atom 2 (N): -0.7862, atom 3 (C): 0.6886, atom 4 (O): -0.6623, atom 5 (C): -0.5181

---

No. 2
A 12-piece molecular cluster, C48H120O24 overall. Source: the Open Molecules 2025 dataset; level of theory: ωB97M-V/def2-TZVPD.

The geometry in XYZ format:
```
192
Properties=species:S:1:pos:R:3:forces:R:3
C -3.15798 -9.71353 0.98911 -0.8736 0.5499 0.4363
O -3.39109 -10.96570 0.41814 0.8705 -0.7754 -0.5388
C -2.23674 -11.78563 0.63667 -0.6610 -0.3974 0.2116
C -2.46532 -13.21435 0.18992 -1.2093 -0.4401 -0.2786
O -3.63201 -13.76865 0.76015 -0.5836 0.1946 0.5125
C -3.98733 -15.06142 0.25426 0.2211 1.5602 0.5262
H -2.21022 -9.27548 0.67612 0.2150 -0.0229 0.2099
H -3.28103 -9.79954 2.06872 0.6929 0.0778 0.3558
H -3.94898 -9.00826 0.73412 -0.0994 -0.1980 -0.5466
H -1.97641 -11.77430 1.69506 -0.0212 0.0526 0.2546
H -1.37532 -11.41775 0.07925 0.1390 0.2526 -0.1180
H -1.65010 -13.87818 0.47774 0.6324 0.2741 -0.2009
H -2.62064 -13.23253 -0.88881 0.3843 0.0320 -0.3731
H -4.86959 -15.34751 0.82686 0.2843 -0.3203 0.0586
H -3.11827 -15.70099 0.40842 -0.2590 -0.5693 -0.2397
H -4.29712 -14.96485 -0.78632 0.2682 -0.2693 -0.2734
C 12.13746 -6.43437 4.96365 -0.2179 1.1735 0.1632
O 11.84673 -5.27660 4.15604 0.6225 -0.6642 -0.6258
C 12.79068 -4.21078 4.33153 -1.8027 0.9209 0.3005
C 12.26763 -2.82268 3.74158 1.6098 -1.3268 -1.2296
O 12.43124 -2.56199 2.27566 -0.2070 -1.7983 1.8318
C 11.91077 -3.62789 1.44341 -0.3524 1.0504 0.1845
H 11.24719 -7.05907 5.03610 0.1044 -0.0144 -0.5278
H 12.31795 -6.10028 5.98537 0.2151 0.0752 0.2655
H 13.02028 -6.98132 4.63265 -0.0845 -0.0918 -0.2512
H 13.83728 -4.38694 4.08314 -0.0619 -0.4689 -0.5934
H 12.75421 -4.09241 5.41447 0.4377 0.6887 0.3290
H 12.98955 -2.13262 4.17834 -0.4145 0.3701 0.0730
H 11.24978 -2.65385 4.09311 -0.0618 0.0719 -0.2438
H 10.82289 -3.58944 1.49940 -0.1973 -0.1570 -0.0917
H 12.21368 -4.64743 1.68190 0.3668 0.1911 0.3418
H 12.21067 -3.38441 0.42416 0.0428 -0.0188 0.0738
C 9.00656 4.02502 0.72004 -1.3861 0.2240 0.8428
O 8.09533 5.12551 0.44659 0.1478 -0.2825 0.3773
C 7.10120 5.47281 1.48128 1.5319 -0.5190 -0.6826
C 7.70555 6.10471 2.73074 0.5611 0.3690 -0.7255
O 8.14822 7.48189 2.58874 -1.1610 -1.5292 -0.0933
C 8.94274 7.68764 1.43160 0.7223 0.4162 0.5920
H 10.04117 4.30332 0.92061 -0.0583 0.5212 -0.2252
H 8.98023 3.26510 -0.06093 -0.0993 0.3838 -0.3587
H 8.65633 3.51369 1.61668 0.0278 -0.1475 0.2124
H 6.60233 4.55163 1.78237 -0.2188 -0.0754 0.0220
H 6.39741 6.13758 0.98042 0.0385 -0.0410 0.0361
H 8.56314 5.49980 3.02524 0.2975 -0.1254 0.0087
H 6.98220 5.96836 3.53465 -0.0606 0.7721 0.0950
H 9.78906 7.00181 1.39306 0.1387 -0.2290 0.1544
H 9.34758 8.68447 1.60634 -0.0427 0.0819 -0.4638
H 8.45724 7.59308 0.46029 -0.4395 0.1768 0.2123
C -3.06226 -8.94389 -6.26921 1.0944 0.1593 0.7016
O -2.82258 -9.84660 -7.29869 -0.2509 -0.4406 -0.7589
C -2.87505 -11.19568 -6.82112 0.1505 1.4112 -0.8001
C -2.61879 -12.12758 -7.94299 0.5627 -1.6197 0.3251
O -3.72529 -12.31614 -8.79499 1.3132 0.2042 -0.9329
C -3.52193 -13.33895 -9.77304 -1.9053 -1.0440 0.4343
H -4.01195 -9.18057 -5.78944 -0.0102 0.4219 0.3073
H -2.92429 -7.89344 -6.52537 -0.8482 -0.0842 -0.9588
H -2.20077 -9.00206 -5.60397 -0.1713 -0.5188 1.0184
H -3.84957 -11.40912 -6.38197 -0.1251 0.0031 0.1902
H -2.07764 -11.33946 -6.09203 0.0119 -0.0460 0.3423
H -2.38068 -13.06367 -7.43787 -0.4749 -0.7431 0.2949
H -1.63967 -12.01210 -8.40785 -0.1569 1.0346 -0.7515
H -4.55254 -13.58370 -10.03003 -0.0506 -0.2005 -0.1901
H -3.11805 -14.26315 -9.35970 0.2338 0.0406 0.5450
H -3.03969 -13.25207 -10.74669 0.6262 1.4207 0.2367
C -8.50084 6.81357 4.00208 -1.6963 0.0769 -0.5891
O -7.61850 6.64246 2.90473 0.3654 0.4159 0.9836
C -6.24623 6.81043 3.28857 0.1665 -0.1363 -0.1200
C -5.91219 8.06469 4.13852 -0.6725 -0.7685 -0.8216
O -6.33864 9.24211 3.46105 0.1321 0.2414 0.0645
C -5.38245 9.88719 2.60266 0.3084 -0.8347 0.7720
H -8.32321 6.26305 4.92592 0.9528 0.1601 0.0875
H -9.49301 6.43874 3.75066 0.0842 -0.4977 -0.7386
H -8.78214 7.85439 4.16229 0.8350 0.3359 0.4335
H -5.65630 6.80173 2.37205 -0.2080 0.2871 -0.2244
H -5.95144 5.88445 3.78228 0.2175 0.0174 0.6079
H -4.86789 8.07350 4.45070 0.4319 0.0931 -0.5768
H -6.40749 7.94457 5.10203 -0.5740 0.5692 -0.1094
H -5.27263 9.47809 1.59833 -0.5650 -0.3687 -0.1298
H -4.40637 9.72559 3.06009 0.2832 0.5418 0.0601
H -5.62676 10.94464 2.50161 -0.0591 -0.1343 0.3008
C 1.70893 7.91603 -11.51870 -0.1140 -0.1981 1.6409
O 2.02309 8.30081 -10.11311 -1.8354 -0.9231 -2.2974
C 3.34045 8.16234 -9.72673 1.0557 1.1925 0.4394
C 3.43923 8.46338 -8.17963 0.6341 -0.5082 -2.0745
O 3.43044 7.24839 -7.49179 -1.1040 0.2170 0.9313
C 2.13596 6.73631 -7.20112 0.5644 -1.8433 0.0411
H 2.04704 6.91318 -11.77963 0.3489 -0.1997 0.4381
H 2.09377 8.56340 -12.30668 0.1371 0.5429 0.4180
H 0.62085 7.86191 -11.55404 0.0935 0.3424 -0.0363
H 3.91470 8.85133 -10.34612 0.4885 0.6273 0.2668
H 3.81333 7.21290 -9.97781 -0.3702 -0.6270 0.3806
H 2.63692 9.14619 -7.90005 -0.1023 -0.0166 0.0969
H 4.40911 8.90924 -7.95909 -0.0427 0.1822 -0.0782
H 2.38387 5.79469 -6.71122 -0.2114 -0.0667 0.2770
H 1.56840 6.41397 -8.07408 0.0375 0.4893 -0.4114
H 1.46256 7.26403 -6.52574 0.4159 0.7849 -0.0350
C 1.26421 0.35867 -9.36331 0.6316 0.9251 0.4008
O 0.75496 -0.50722 -10.37000 0.0880 0.1252 2.0172
C 1.62097 -0.67418 -11.43267 1.7285 0.2960 -1.4088
C 3.17678 -1.04668 -11.20830 -2.5366 -1.8296 0.3706
O 3.97171 -0.13171 -10.56396 0.2486 0.6169 -0.0879
C 4.15885 1.05086 -11.28071 0.3662 1.4432 1.3122
H 1.55271 1.30417 -9.82256 -0.0067 0.2262 -0.0763
H 2.13392 0.03902 -8.78928 0.4167 -0.7605 -0.6690
H 0.62866 0.61377 -8.51531 -1.1775 -0.3990 -0.6876
H 1.70186 0.20552 -12.07117 -0.2708 0.8920 0.2051
H 1.06894 -1.32537 -12.11039 0.6257 -0.7816 0.1201
H 3.58431 -1.33202 -12.17815 -0.0157 0.1069 -0.3535
H 3.22704 -1.92690 -10.56737 -0.0897 -0.2363 -0.0833
H 4.57033 0.94728 -12.28474 -0.1215 -0.2368 -0.0793
H 4.82282 1.63971 -10.64787 0.6286 -0.1064 -0.3087
H 3.28908 1.70638 -11.23736 -0.5153 -0.2760 -0.6686
C -4.52039 2.64386 10.00083 -0.6511 -0.1221 0.4588
O -5.86638 2.25088 10.21026 -0.7119 0.3330 0.5530
C -6.05838 1.34700 11.30674 0.5473 0.4866 0.0946
C -7.47678 1.47106 11.93838 0.9286 -0.9543 -0.1437
O -7.55116 0.55555 13.04375 -0.1193 0.4529 0.0392
C -8.76705 0.74607 13.80442 0.7509 -0.8663 -1.3454
H -4.52411 3.39156 9.20771 0.0814 -0.3448 -0.1745
H -3.92023 1.76123 9.77975 0.2980 0.0866 -0.2876
H -4.12011 3.13293 10.88891 0.1223 -0.0161 0.2333
H -5.35076 1.54597 12.11158 0.1579 0.4192 0.1896
H -5.72147 0.37890 10.93609 -0.8321 -0.5833 0.1679
H -8.22632 1.23704 11.18239 -0.2741 0.0308 0.0010
H -7.62370 2.48282 12.31637 0.0490 0.2313 -0.2085
H -9.56860 0.46056 13.12317 -0.5306 0.5900 0.0494
H -8.81741 1.77362 14.16455 -0.2828 -0.0807 0.1408
H -8.82192 -0.01251 14.58521 0.4668 0.3366 0.2283
C -0.37116 0.26577 1.29662 0.5228 0.3672 -0.7011
O 0.19730 -0.97485 0.85101 -1.4614 0.3000 1.3886
C 0.41320 -1.06805 -0.53640 0.4269 -0.1842 0.9252
C 1.86449 -0.68517 -0.73013 0.9264 2.4439 -1.1673
O 2.80373 -1.10527 0.21724 -0.0909 -1.5746 -0.3076
C 3.27492 -2.39890 -0.10535 0.7850 -0.7725 1.3004
H -1.30249 0.57426 0.82169 -0.5631 -0.8167 -0.1927
H 0.24570 1.11850 1.01298 0.6904 0.0030 0.2129
H -0.52011 0.30222 2.37578 0.2272 -0.5175 -0.1257
H -0.33385 -0.43059 -1.00932 0.4189 0.1441 -0.7077
H 0.25676 -2.09426 -0.86883 -0.2413 -0.1487 0.2443
H 1.99792 0.39461 -0.66401 -0.6358 0.3625 0.0639
H 2.26237 -0.86205 -1.72939 -0.2767 -0.5604 -0.3738
H 4.05040 -2.45717 -0.86911 -0.2612 0.5431 -0.6236
H 2.50716 -3.14861 -0.29661 -0.3589 0.2563 -0.2632
H 3.80540 -2.78817 0.76365 -0.1075 0.1559 0.3283
C 5.41153 3.67952 13.00508 0.8133 -0.9898 0.0033
O 6.32266 3.29942 11.92353 -1.6209 0.5487 -0.4140
C 5.67398 2.48691 10.92372 0.2118 -0.5452 -0.4182
C 6.45326 2.40863 9.61318 0.6815 0.7308 -1.6810
O 5.68095 2.33980 8.33427 -0.1624 -0.5346 1.2944
C 4.76569 1.21060 8.15120 0.3795 1.5815 0.6371
H 4.38443 3.94452 12.75421 0.0942 -0.0221 -0.7951
H 5.81010 4.51135 13.58586 0.4093 -0.0491 -0.3823
H 5.35381 2.81850 13.67096 -0.1258 -0.0537 0.2154
H 4.68434 2.82553 10.61703 -0.2189 0.4128 0.4744
H 5.59146 1.45232 11.25674 -0.3036 -0.0462 0.5815
H 7.27134 1.68842 9.60131 -0.4733 -0.8801 0.1299
H 7.06357 3.30274 9.48591 -0.5278 0.5222 -0.0002
H 4.10739 1.38615 7.30036 0.8064 0.2085 -0.6348
H 3.99231 1.26017 8.91771 0.3835 -0.7332 0.7325
H 5.33552 0.28750 8.04508 -0.3462 -0.1505 0.2528
C -7.67792 -3.08201 1.30344 -0.2785 1.8186 -0.2574
O -7.74591 -2.99298 2.70660 0.3503 -0.2720 0.9959
C -7.91906 -1.67377 3.25919 -0.7159 -0.4180 -0.6747
C -8.05365 -1.63544 4.80349 0.4522 -2.8688 -0.1655
O -8.65862 -2.89471 5.25322 0.6230 -0.1516 0.4987
C -7.67786 -3.93724 5.61551 0.4963 1.6681 -1.1738
H -7.49087 -4.08688 0.92483 0.1959 0.1122 0.5312
H -6.99135 -2.32819 0.91812 1.0537 -0.3854 -0.0575
H -8.55659 -2.67959 0.79935 -0.9449 -0.4234 0.2643
H -8.85704 -1.31108 2.83879 -0.1563 0.3217 -0.0703
H -7.11886 -1.01246 2.92685 0.2048 0.1170 -0.0451
H -8.65625 -0.78862 5.13194 -0.1385 -0.1985 -0.1165
H -7.08538 -1.59850 5.30267 0.2215 0.3710 -0.1421
H -6.98223 -3.57330 6.37165 -0.5449 -0.0087 0.8585
H -6.95879 -4.07944 4.80878 -0.3965 -0.2144 -0.6217
H -8.12306 -4.90725 5.83682 -0.4220 0.5341 0.1784
C -5.16038 6.40843 -5.07541 -1.4319 -0.4565 -0.3793
O -4.98101 6.67533 -6.48456 -0.1064 -0.5477 1.0597
C -6.16702 7.14910 -7.10159 0.1618 -0.0643 -1.8175
C -6.03264 7.14549 -8.69681 1.6670 -1.0566 -0.3254
O -5.86540 5.87365 -9.43122 -0.7848 -0.7285 1.0559
C -4.70270 5.00838 -9.16952 -0.8752 1.5814 -0.0973
H -5.08582 7.27286 -4.41564 0.6264 0.2032 -0.2589
H -4.64616 5.52566 -4.69543 1.0611 0.4306 -0.4879
H -6.17208 6.04848 -4.88829 -0.5729 0.1915 -0.3239
H -6.39132 8.14635 -6.72306 0.1012 0.4697 -0.3767
H -7.06205 6.58156 -6.84677 0.1176 -0.6198 0.1098
H -5.17063 7.66610 -9.11396 0.3549 0.7790 1.0337
H -6.85997 7.64271 -9.20316 -0.4275 -0.3352 0.4792
H -4.89286 3.98555 -9.49473 -0.6282 0.1158 0.2169
H -4.46967 5.06992 -8.10650 0.3481 -0.2145 -0.2281
H -3.90167 5.34529 -9.82750 0.3910 0.2518 0.3408
```
Positions in Å, forces in eV/Å.

Summary:
orbital gap	0.3562	Ha
total charge	0
SMILES	COCCOC.COCCOC.COCCOC.COCCOC.COCCOC.COCCOC.COCCOC.COCCOC.COCCOC.COCCOC.COCCOC.COCCOC
relative energy (zero: lowest compared OMol25 entry of this formula, charge and spin)	7.884	eV
total energy	-3705.76725	hartree

Atomic partial charges in e from the Löwdin method, atoms 1 to 5: atom 1 (C): -0.1364, atom 2 (O): -0.1653, atom 3 (C): -0.2028, atom 4 (C): -0.2171, atom 5 (O): -0.2052